[1]
C5H8N2S | ωB97M-V/def2-TZVPD

Last column: Mulliken charge in e.
Positions of all 16 atoms, in Å:
H 0.50800 1.25666 -2.48244  0.237
N -0.26258 0.61385 -2.48534  -0.800
C -0.70112 0.39070 -1.30811  0.632
N -1.69804 -0.50738 -1.14382  -0.410
C -0.10145 0.95607 -0.00795  -1.005
C 0.51908 -0.06662 0.85209  0.959
C -0.01652 -0.42543 2.01892  -0.944
C 1.88391 -0.58082 0.48204  -0.404
S 2.94210 -1.44837 1.31738  -0.229
H -2.07475 -1.06025 -1.93281  0.259
H -2.04960 -0.74703 -0.19394  0.202
H 0.53615 1.81093 -0.28110  0.342
H -0.90867 1.35324 0.62726  0.357
H 0.32715 -1.12963 2.76429  0.322
H -0.97733 0.00409 2.37687  0.237
H 2.07366 -0.42001 -0.60336  0.243

Results
- orbital gap (hartree) = 0.2937
- E_LUMO (eV) = -0.9
- E_HOMO (eV) = -8.9
- SMILES = [H]/N=C(/N)CC(=C)C=S

[2]
C2H9NOS | ωB97M-V/def2-TZVPD

Last column: Mulliken charge in e.
Positions of all 14 atoms, in Å:
C -0.22800 -0.13337 -0.32769  -1.204
C -1.26723 -0.22184 -1.45831  -0.417
S -1.02410 1.21125 -2.60309  -0.316
N -0.29531 -1.18698 0.67028  -0.647
H 0.74829 -0.04571 -0.81470  -0.021
H -0.45765 0.79107 0.20386  0.387
H -1.07674 -1.11496 -2.05416  0.298
H -2.29949 -0.21634 -1.12570  0.399
H 0.28485 1.44454 -2.29014  0.162
H 0.24732 -2.00198 0.42666  0.306
H 0.15789 -0.77754 1.48273  0.583
H 2.06189 1.33075 2.12421  0.584
H 1.46376 0.46264 3.35410  0.653
O 1.68452 0.45849 2.41194  -1.767

Results
- orbital gap (spin up / spin down) (hartree) = 0.0806 / 0.3308
- E_LUMO (spin up / spin down) (eV) = 3.1 / 3.0
- E_HOMO (spin up / spin down) (eV) = 0.9 / -6.0
- multiplicity = 2
- total charge = -1

[3]
C24H41CrF5N4OSSi2Te | ωB97M-V/def2-TZVPD

Last column: Mulliken charge in e.
Positions of all 80 atoms, in Å:
Cr 0.30773 0.48911 0.62308  0.381
O 2.32658 0.05276 1.02060  -0.156
C 3.38932 1.01119 1.17338  -0.801
C 3.78599 1.60303 -0.16608  -0.814
C 2.58517 2.11549 -0.97221  -0.061
C 1.76417 3.10497 -0.19941  0.504
C 2.03469 4.46264 -0.27928  -0.705
C 1.30007 5.35424 0.48110  -0.698
C 0.29915 4.86101 1.30165  -0.824
C 0.07616 3.50072 1.32446  -0.626
N 0.79330 2.62566 0.60088  1.057
H 2.64310 -0.73254 0.55609  0.176
H 4.23558 0.52904 1.66181  0.390
H 2.99249 1.76552 1.85003  0.363
H 4.31994 0.85769 -0.76109  0.426
H 4.48872 2.41930 0.01834  0.422
H 1.95710 1.27307 -1.27980  -0.942
H 2.94354 2.57633 -1.89247  0.726
H 2.81634 4.81055 -0.94104  0.548
H 1.50016 6.41596 0.42795  0.446
H -0.30928 5.51542 1.90910  0.511
H -0.69854 3.07868 1.94503  0.145
S -1.70931 -3.88139 2.43907  -0.417
C -2.40014 -2.54904 1.88877  0.583
N -2.94428 -1.57605 1.48339  -0.700
F -0.24816 1.38972 3.31240  -0.330
C -1.01277 0.26573 3.04017  -0.282
F -0.00203 -0.64060 2.54579  -0.303
C -1.47399 -0.30920 4.40087  0.451
F -2.82007 -0.31768 4.44041  -0.259
F -1.05973 0.43520 5.43291  -0.262
F -1.05767 -1.55774 4.59213  -0.225
C -3.53870 4.29902 1.27826  -0.828
Si -3.96301 2.98002 2.54372  0.250
C -2.86078 3.15227 4.03937  -1.003
C -5.74381 3.15742 3.07271  -1.201
C -3.90370 1.24520 1.76307  -1.119
Te -2.23792 0.43131 0.77179  1.182
C -3.22418 -0.09585 -1.03910  -0.976
Si -3.65010 1.28275 -2.26460  0.111
C -2.23948 2.51878 -2.38630  -0.648
C -3.95374 0.48622 -3.92561  -1.044
C -5.17982 2.17239 -1.66437  -0.842
H -3.41788 5.25485 1.79538  0.413
H -4.33578 4.43515 0.54676  0.428
H -2.61566 4.09794 0.73046  0.043
H -3.01772 4.15160 4.45519  0.438
H -1.79476 3.04071 3.84797  0.274
H -3.12877 2.43278 4.81482  0.316
H -5.90763 4.13093 3.53991  0.335
H -6.01464 2.39147 3.80183  0.337
H -6.42893 3.07575 2.22662  0.354
H -4.68755 1.18251 1.00431  0.857
H -4.12080 0.49006 2.52073  0.720
H -4.11607 -0.65984 -0.75816  0.707
H -2.52572 -0.81142 -1.48655  0.433
H -1.35790 2.09104 -2.86806  0.239
H -1.94304 2.90270 -1.40545  -0.028
H -2.55270 3.37370 -2.99028  0.511
H -3.05721 -0.01530 -4.29674  0.303
H -4.24610 1.23400 -4.66596  0.346
H -4.75183 -0.25615 -3.87032  0.335
H -4.98375 2.69488 -0.72812  -0.027
H -6.01281 1.48446 -1.50527  0.335
H -5.50230 2.91994 -2.39206  0.370
C 0.79495 -4.98208 -0.17749  -1.446
C 0.66421 -3.56159 -0.59875  0.793
C 0.61007 -2.99021 -1.85300  -1.335
C 0.39040 -1.62246 -1.64123  0.103
N 0.32981 -1.36720 -0.33500  1.314
N 0.53317 -2.55439 0.28759  -0.221
C 0.23277 -0.52938 -2.64355  -0.648
H 1.19385 -5.57741 -0.99540  0.382
H -0.18131 -5.37928 0.10269  0.258
H 1.45442 -5.08001 0.68376  0.350
H 0.70114 -3.49853 -2.79730  0.514
H 0.26912 -2.66091 1.26368  -0.074
H 1.17098 -0.32026 -3.15997  0.377
H -0.11389 0.38707 -2.15918  -0.409
H -0.50253 -0.80368 -3.40015  0.394

Results
- orbital gap (spin up / spin down) (hartree) = 0.2286 / 0.2474
- E_LUMO (spin up / spin down) (eV) = -3.5 / -3.5
- E_HOMO (spin up / spin down) (eV) = -9.7 / -10.2
- multiplicity = 2
- total charge = +1

[4]
C4H4O | ωB97M-V/def2-TZVPD

Last column: Mulliken charge in e.
Positions of all 9 atoms, in Å:
C -0.24537 2.18714 0.81901  -0.939
C -0.71678 0.98399 1.13984  0.705
O -1.11851 0.00482 1.55137  -0.249
H -0.33080 3.17917 1.35635  0.268
H 0.62211 2.06953 0.21320  0.214
C 0.38907 -1.88823 -0.34119  -0.454
C -0.44988 -2.61377 0.14139  -0.358
H 1.17872 -1.32418 -0.66660  0.449
H -1.17691 -3.36640 0.38181  0.364

Results
- orbital gap (hartree) = 0.3685
- E_LUMO (eV) = 0.9
- E_HOMO (eV) = -9.1
- SMILES = C=C=O.C#C